DFT (ωB97M-V with the def2-TZVPD basis set) results for a cluster of 10 separate species, C16H52N12O10 in total.

Each atom is followed by the atoms it is bonded to, with distances in Å.
CARTESIAN COORDINATES (ANGSTROEM)
1 N 1.0437 -2.1752 -4.1538  C2 1.417, H5 0.957, H6 0.991
2 C -0.2209 -2.2957 -4.7825  N1 1.417, N3 1.366, O4 1.216
3 N -0.3007 -2.0593 -6.1251  C2 1.366, H7 1.007, H8 0.999
4 O -1.2211 -2.5993 -4.1619  C2 1.216
5 H 1.7448 -1.7549 -4.6516  N1 0.957
6 H 1.1480 -2.4730 -3.2140  N1 0.991
7 H -1.2165 -1.7396 -6.3950  N3 1.007
8 H 0.4129 -1.5887 -6.6417  N3 0.999
9 N 5.0543 -2.1036 4.9216  C10 1.376, H13 1.005, H14 1.008
10 C 4.0127 -1.7392 4.0992  N9 1.376, N11 1.361, O12 1.233
11 N 3.0627 -2.7070 3.9899  C10 1.361, H15 1.041, H16 1.019
12 O 3.9962 -0.6853 3.4596  C10 1.233
13 H 5.7298 -1.3863 5.1188  N9 1.005
14 H 4.8881 -2.8714 5.5530  N9 1.008
15 H 2.1552 -2.3110 3.6669  N11 1.041
16 H 3.0385 -3.5466 4.5668  N11 1.019
17 N -3.4218 -1.2270 0.3909  C18 1.335, H21 1.016, H22 1.022
18 C -3.9994 -1.4755 -0.7872  N17 1.335, N19 1.347, O20 1.230
19 N -4.3394 -2.7328 -1.1296  C18 1.347, H23 0.995, H24 1.008
20 O -4.1780 -0.6550 -1.6858  C18 1.230
21 H -3.1271 -2.0408 0.9236  N17 1.016
22 H -2.8861 -0.3706 0.5435  N17 1.022
23 H -4.6218 -2.8481 -2.0770  N19 0.995
24 H -4.4803 -3.5303 -0.5291  N19 1.008
25 N -0.7214 -1.0101 -1.8001  C26 1.374, H29 1.039, H30 1.027
26 C 0.3607 -1.2899 -1.0009  N25 1.374, N27 1.349, O28 1.277
27 N 0.6005 -0.4577 0.0332  C26 1.349, H31 1.029, H32 0.980
28 O 1.1218 -2.2866 -1.2435  C26 1.277
29 H -0.8162 -1.6478 -2.6145  N25 1.039
30 H -1.4435 -0.3593 -1.4684  N25 1.027
31 H 1.4173 -0.4768 0.6586  N27 1.029
32 H 0.0774 0.3709 0.0151  N27 0.980
33 N -2.4561 3.6462 0.1748  C34 1.428, H37 1.003, H38 0.993
34 C -2.8394 2.3042 -0.1266  N33 1.428, N35 1.402, O36 1.237
35 N -4.1132 2.0531 -0.6569  C34 1.402, H39 1.032, H40 1.001
36 O -2.0266 1.4027 0.1130  C34 1.237
37 H -2.9779 4.4770 -0.0353  N33 1.003
38 H -1.4964 3.7255 0.4160  N33 0.993
39 H -4.1109 1.1882 -1.2200  N35 1.032
40 H -4.7103 2.7994 -0.9551  N35 1.001
41 N -0.8385 -4.1591 -1.2367  C42 1.383, H45 1.025, H46 0.987
42 C -1.1839 -4.1901 0.1017  N41 1.383, N43 1.313, O44 1.228
43 N -0.2048 -3.8814 0.9210  C42 1.313, H47 1.005, H48 0.987
44 O -2.3040 -4.4930 0.5042  C42 1.228
45 H -1.6782 -4.1997 -1.8224  N41 1.025
46 H -0.1055 -3.6100 -1.6053  N41 0.987
47 H -0.3257 -3.8651 1.9180  N43 1.005
48 H 0.7216 -3.7950 0.5905  N43 0.987
49 C 1.5787 4.8913 3.6700  C50 1.468, H53 1.068, H54 1.072, H55 1.109
50 C 2.2993 4.2759 2.5491  C49 1.468, C51 1.539, O52 1.402, H56 1.090
51 C 3.8301 4.3037 2.7006  C50 1.539, H57 1.124, H58 1.160, H59 1.044
52 O 1.9070 2.9319 2.4747  C50 1.402, H60 0.961
53 H 0.5473 4.8129 3.4045  C49 1.068
54 H 1.7695 5.9390 3.7891  C49 1.072
55 H 1.6696 4.2072 4.5376  C49 1.109
56 H 2.0788 4.8521 1.6507  C50 1.090
57 H 4.2847 5.3307 2.7453  C51 1.124
58 H 4.2032 3.8171 1.7164  C51 1.160
59 H 4.2171 3.7179 3.4736  C51 1.044
60 H 2.5418 2.4632 1.9265  O52 0.961
61 C -0.8745 1.8613 -5.8195  C62 1.521, H65 1.105, H66 1.083, H67 1.080
62 C -2.1407 1.1967 -5.3003  C61 1.521, C63 1.491, O64 1.419, H68 1.150
63 C -2.3086 1.4305 -3.8371  C62 1.491, H69 1.101, H70 1.077, H71 1.099
64 O -3.1234 1.7774 -6.1438  C62 1.419, H72 0.936
65 H -0.0304 1.6326 -5.1446  C61 1.105
66 H -1.1742 2.9012 -5.7796  C61 1.083
67 H -0.5394 1.5988 -6.8123  C61 1.080
68 H -2.0794 0.0641 -5.4913  C62 1.150
69 H -2.0224 2.4477 -3.5274  C63 1.101
70 H -1.6795 0.7016 -3.3548  C63 1.077
71 H -3.3240 1.1376 -3.5337  C63 1.099
72 H -3.8599 1.2041 -6.2187  O64 0.936
73 C 0.5235 0.4732 4.0733  C74 1.550, H77 1.102, H78 1.127, H79 1.140
74 C -0.3591 -0.7854 3.8770  C73 1.550, C75 1.552, O76 1.482, H80 1.150
75 C -1.5804 -0.4701 2.9732  C74 1.552, H81 1.114, H82 1.046, H83 1.138
76 O 0.3534 -1.8966 3.2035  C74 1.482, H84 0.987
77 H 1.5404 0.2394 4.4266  C73 1.102
78 H 0.1857 1.2902 4.7717  C73 1.127
79 H 0.6967 1.1341 3.1607  C73 1.140
80 H -0.6383 -1.2906 4.8714  C74 1.150
81 H -1.3843 0.0712 2.0192  C75 1.114
82 H -2.1911 0.1378 3.5664  C75 1.046
83 H -2.1931 -1.4141 2.8058  C75 1.138
84 H 0.5334 -1.6846 2.2568  O76 0.987
85 C 4.2799 0.2734 0.3614  O86 1.425, H87 1.071, H88 1.102, H89 1.121
86 O 3.1364 0.4970 1.1819  C85 1.425, H90 0.989
87 H 5.0618 -0.3222 0.7864  C85 1.071
88 H 3.9594 -0.2853 -0.5324  C85 1.102
89 H 4.7467 1.2049 -0.0517  C85 1.121
90 H 3.3374 0.0018 2.0142  O86 0.989

Output
* HOMO-LUMO gap: 9.602 eV
* LUMO level: 0.537 eV
* SMILES string: NC(N)=O.NC(N)=O.NC(N)=O.NC(N)=O.NC(N)=O.NC(N)=O.CC(C)O.CC(C)O.CC(C)O.CO
* HOMO: -9.07 eV

Results of the Löwdin charge analysis, in e, for atoms 1 through 5: 0.19, -0.62, 0.16, 0.01, 0.06